(1)
{"formula": "C3H10FN3", "method": "ωB97M-V with the def2-TZVPD basis set", "charge": 2, "homo_lumo_gap_ev": 9.59, "relative_energy_kcal_mol": 109.72, "e_homo_ev": -18.28, "energy_ev": -10437.807, "symbols": ["C", "C", "C", "N", "N", "N", "F", "H", "H", "H", "H", "H", "H", "H", "H", "H", "H"], "xyz": [[-0.9697, 1.0694, -1.0609], [0.1916, 0.4379, 0.7346], [1.2626, -0.3378, -0.0245], [1.4427, 1.0554, 0.7376], [-2.3030, 0.5334, -0.7493], [1.3015, -0.5230, -1.3737], [-0.7044, 0.1077, 1.5650], [-0.8070, 2.0928, -1.3592], [1.6575, -1.2571, 0.5244], [2.2338, 1.2197, 1.4741], [1.3487, 1.9218, 0.1587], [-2.2442, -0.0733, 0.1000], [-2.5552, -0.2105, -1.4768], [-3.1576, 1.1206, -0.6090], [-0.4983, 0.5802, -1.7445], [1.6410, 0.2107, -1.8518], [1.5590, -1.3920, -1.8197]], "atomic_forces_ev_per_a": [[-0.5, 2.8, 6.1], [-2.1, -1.4, -7.2], [-1.4, -2.3, 3.0], [3.7, 2.6, 0.4], [-1.0, -2.2, -0.4], [-1.0, -1.5, 0.7], [-0.3, -0.2, 2.4], [-1.0, 0.8, 0.8], [-0.1, 1.7, 0.0], [-1.9, -0.7, -0.9], [0.7, -0.7, 0.5], [-0.1, 0.7, -0.2], [0.1, 1.3, 0.7], [1.0, 0.2, -0.3], [2.2, -3.8, -3.8], [1.3, 3.1, -2.5], [0.5, -0.3, 0.7]]}



(2)
{"formula": "C3H10FN3", "method": "ωB97M-V with the def2-TZVPD basis set", "charge": 2, "homo_lumo_gap_ev": 10.41, "relative_energy_kcal_mol": 0.10, "smiles": "N[C@H](C[NH3+])C(=[NH2+])F", "e_homo_ev": -19.26, "energy_ev": -10442.560, "symbols": ["N", "C", "C", "N", "C", "N", "F", "H", "H", "H", "H", "H", "H", "H", "H", "H", "H"], "xyz": [[-0.4976, -0.9877, -1.2530], [0.1607, -0.5614, 0.0161], [-0.6634, 0.8527, 0.3443], [-2.1348, 0.7622, 0.0335], [1.6416, -0.1983, 0.0088], [2.4273, -0.4430, 0.9360], [2.0853, 0.5952, -0.9229], [-0.2427, -0.2941, -2.0004], [-0.4279, -1.9232, -1.5995], [-0.1781, -1.2728, 0.8141], [-0.4385, 1.0662, 1.3680], [-0.1445, 1.6141, -0.2101], [-2.3479, 1.5768, -0.4985], [-2.8515, 0.6327, 0.8506], [-2.1764, -0.0646, -0.6510], [3.4193, -0.1195, 1.0488], [2.3691, -1.2354, 1.7153]], "atomic_forces_ev_per_a": [[1.0, 2.6, 0.1], [-3.3, 0.2, -0.9], [1.7, -1.7, 0.6], [0.3, -1.9, 0.8], [-1.8, 0.8, -1.5], [3.7, -3.3, 5.0], [-0.7, -0.4, 0.2], [-0.3, -1.2, 0.6], [0.4, -0.7, 0.1], [1.1, 0.4, -0.6], [-0.5, 0.3, 0.8], [-0.5, 0.6, -0.7], [-0.8, 1.0, -0.4], [1.8, 0.3, -1.6], [-0.1, 0.6, 0.7], [-1.0, 0.3, -1.1], [-1.0, 2.0, -2.1]]}



(3)
{"formula": "C3H10IN2O", "method": "ωB97M-V with the def2-TZVPD basis set", "charge": 1, "homo_lumo_gap_ev": 10.37, "relative_energy_kcal_mol": 36.80, "smiles": "C[NH2+][C@H](I)[C@H](N)O", "e_homo_ev": -13.74, "energy_ev": -16393.037, "symbols": ["C", "N", "C", "I", "C", "N", "O", "H", "H", "H", "H", "H", "H", "H", "H", "H", "H"], "xyz": [[0.2391, -2.1686, 0.3845], [-0.1630, -0.8176, 0.1328], [0.7438, 0.0736, -0.4831], [2.8351, -0.1585, 0.0331], [0.2050, 1.7022, -0.1706], [1.1231, 2.5761, 0.3040], [-0.7596, 1.4961, 0.7370], [0.5412, -2.6379, -0.6071], [1.0535, -2.0955, 1.0553], [-0.5366, -2.7833, 0.8457], [-0.4718, -0.5330, 1.1039], [-0.9703, -0.6299, -0.3945], [0.7840, 0.0937, -1.5253], [-0.1597, 2.0861, -1.0668], [1.5350, 2.3904, 1.2121], [2.0284, 2.5905, -0.3745], [-0.6839, 2.0916, 1.5482]], "atomic_forces_ev_per_a": [[0.1, -2.9, -2.5], [-0.9, 0.2, 2.7], [2.5, 4.0, 1.1], [-0.6, -0.1, 0.0], [1.3, -2.8, 0.8], [5.3, 1.9, -1.8], [-2.4, 0.7, 3.3], [-0.2, 0.4, 1.5], [1.0, -0.2, 0.5], [-0.2, 0.4, -0.2], [0.6, 1.0, -1.2], [-2.1, -0.7, -0.9], [-0.5, -1.1, -1.6], [-0.8, 0.2, -1.9], [-0.3, -0.4, 0.1], [-2.9, 0.4, 2.0], [-0.1, -0.9, -1.8]]}



(4)
{"formula": "C3H10IN2P", "method": "ωB97M-V with the def2-TZVPD basis set", "homo_lumo_gap_ev": [7.96, 7.96], "relative_energy_kcal_mol": 34.78, "e_homo_ev": [-7.55, -7.55], "energy_ev": -23639.549, "symbols": ["C", "C", "C", "N", "N", "P", "I", "H", "H", "H", "H", "H", "H", "H", "H", "H", "H"], "xyz": [[-0.6930, -0.6163, -1.5528], [2.1104, -0.2250, 0.8920], [0.6399, -0.5877, -0.8757], [-0.4211, -0.0089, 1.1056], [0.7177, -0.3522, 0.4202], [-3.4273, 1.8536, -0.0800], [-4.1946, -0.3971, 0.0234], [-0.4671, -0.8007, -2.5515], [-1.0333, -1.5104, -1.0819], [-1.2744, 0.2922, -1.4329], [2.7937, -0.7890, 0.2722], [2.3220, 0.8416, 0.8196], [2.1671, -0.7210, 1.8520], [-2.2774, 1.3695, 0.4111], [1.4863, -0.8634, -1.4622], [-0.1380, 0.0082, 2.0242], [-3.5353, 2.3793, 1.2577]], "atomic_forces_ev_per_a": [[1.8, 0.3, 1.5], [-0.7, -0.2, 0.5], [-1.1, 0.8, 0.9], [1.3, -0.7, -3.0], [-1.0, 0.1, -2.3], [-0.6, 1.5, 0.0], [-0.8, -0.8, 0.3], [-0.1, -0.3, -1.9], [-1.7, -0.5, 0.2], [-0.2, -0.3, 0.3], [-0.1, 0.0, -0.5], [0.4, -0.2, 0.7], [0.1, 0.6, 0.6], [2.1, -0.3, 0.0], [0.8, 0.1, 0.3], [0.8, 0.2, 2.9], [-0.8, -0.3, -0.3]]}



(5)
{"formula": "C3H10N", "method": "ωB97M-V with the def2-TZVPD basis set", "charge": 1, "homo_lumo_gap_ev": 12.32, "relative_energy_kcal_mol": 24.09, "smiles": "CCC[NH3+]", "e_homo_ev": -16.29, "energy_ev": -4755.821, "symbols": ["C", "C", "C", "N", "H", "H", "H", "H", "H", "H", "H", "H", "H", "H"], "xyz": [[0.5585, -0.2497, -1.8687], [-0.2401, 0.3092, -0.6645], [0.2086, -0.4141, 0.6703], [-0.5549, 0.3037, 1.8803], [1.5205, 0.2373, -1.9307], [0.6732, -1.2980, -1.9829], [0.0884, -0.0328, -2.7890], [-1.2728, 0.4367, -0.7867], [0.1122, 1.3622, -0.5494], [-0.0789, -1.4914, 0.8003], [1.2282, -0.2877, 0.8944], [-1.3842, 0.6872, 1.5000], [-0.0037, 1.0863, 2.3909], [-0.5844, -0.3731, 2.7341]], "atomic_forces_ev_per_a": [[-0.3, 0.8, 0.4], [3.3, 0.1, 1.1], [-2.7, 0.3, 0.0], [3.8, -0.9, 2.8], [0.4, -0.1, 0.2], [0.2, -1.2, 0.8], [-0.8, 0.8, -1.0], [-1.7, -0.7, -0.2], [-0.1, -0.6, 0.0], [0.2, 1.1, -0.5], [1.3, 0.1, 0.0], [-1.6, 0.2, 0.3], [-0.9, -1.1, -1.8], [-1.1, 1.1, -2.1]]}



(6)
{"formula": "C3H10N", "method": "ωB97M-V with the def2-TZVPD basis set", "spin_multiplicity": 2, "charge": 2, "homo_lumo_gap_ev": [10.47, 9.31], "relative_energy_kcal_mol": 11.55, "e_homo_ev": [-20.63, -22.02], "energy_ev": -4741.695, "symbols": ["N", "H", "H", "H", "H", "C", "C", "C", "H", "H", "H", "H", "H", "H"], "xyz": [[0.1416, -1.3108, 2.0363], [-0.2759, -0.4895, 2.4814], [-0.2443, -1.3617, 1.0906], [-0.2920, -2.1233, 2.5073], [1.1352, -1.5419, 1.9156], [0.9775, 1.2920, -0.9915], [0.0717, 0.1423, -0.9512], [-1.3123, 0.2697, -0.8656], [1.2920, 1.6271, 0.0132], [0.5614, 2.1285, -1.5777], [1.8890, 1.0810, -1.5792], [0.4131, -0.9047, -0.9305], [-1.9824, -0.3375, -0.2662], [-1.8164, 1.0025, -1.5048]], "atomic_forces_ev_per_a": [[-1.4, -1.8, -0.8], [1.2, 0.4, 0.4], [-0.1, 0.0, 0.1], [0.2, 0.0, 0.2], [0.2, 1.0, 0.9], [0.7, 0.2, -1.8], [-0.5, -0.1, 0.4], [-0.2, 0.6, -0.8], [-0.2, 0.0, -0.2], [-0.5, 0.0, 0.8], [0.0, -0.5, 0.6], [0.4, 0.4, 0.0], [0.0, -0.3, -0.1], [0.0, 0.2, 0.3]]}



(7)
{"formula": "C3H10N2", "method": "ωB97M-V with the def2-TZVPD basis set", "spin_multiplicity": 2, "charge": -1, "homo_lumo_gap_ev": [2.66, 8.52], "relative_energy_kcal_mol": 50.40, "e_homo_ev": [1.39, -4.66], "energy_ev": -6249.819, "symbols": ["C", "N", "H", "H", "H", "H", "H", "C", "C", "N", "H", "H", "H", "H", "H"], "xyz": [[2.4427, 0.9640, 0.1007], [1.5942, -0.0443, -0.3848], [1.8186, 1.9022, 0.1410], [2.9767, 0.6254, 1.0059], [3.1395, 1.3377, -0.6298], [1.9807, -0.5610, -1.2000], [0.8967, 0.5607, -0.8275], [-2.3472, -0.4273, -0.8260], [-2.1394, -0.7013, 0.4844], [-0.9786, -0.4386, 1.1882], [-1.6407, -0.3967, -1.6653], [-3.3586, -0.2232, -1.1717], [-3.0717, -1.1765, 0.9320], [-1.1664, -0.6254, 2.1356], [-0.1464, -0.7957, 0.7174]], "atomic_forces_ev_per_a": [[1.0, 2.0, 0.7], [-1.8, -1.5, -2.0], [0.6, -0.7, 1.3], [-0.2, 0.7, -0.1], [1.0, -0.2, -0.4], [0.1, 0.4, 0.9], [-0.7, -0.9, -0.3], [-0.1, -0.4, -0.6], [-1.6, 0.4, -1.7], [-1.0, -0.9, -1.0], [0.3, 0.7, 0.9], [-0.2, -0.9, 0.2], [1.3, 1.4, 0.4], [0.8, -0.6, 1.3], [0.4, 0.5, 0.6]]}



(8)
{"formula": "C3H10N2", "method": "ωB97M-V with the def2-TZVPD basis set", "homo_lumo_gap_ev": 8.90, "relative_energy_kcal_mol": 24.88, "smiles": "C=CN.CN", "e_homo_ev": -7.89, "energy_ev": -6252.349, "symbols": ["C", "C", "N", "H", "H", "H", "H", "H", "C", "N", "H", "H", "H", "H", "H"], "xyz": [[0.5547, 2.1170, -1.4049], [-0.6332, 2.1351, -0.7995], [-1.0039, 1.3764, 0.3068], [1.3612, 1.5644, -0.9397], [0.6261, 2.6005, -2.3634], [-1.4024, 2.8393, -1.0873], [-1.9882, 1.4388, 0.5005], [-0.6170, 0.4345, 0.2748], [0.1321, -2.5545, 0.9499], [0.5997, -1.1965, 0.6445], [-0.7588, -2.4926, 1.5707], [-0.0352, -3.1115, 0.0339], [0.8964, -3.1339, 1.4585], [0.8560, -1.0849, -0.3284], [1.4124, -0.9321, 1.1835]], "atomic_forces_ev_per_a": [[-0.5, -0.2, 0.2], [-0.3, 0.1, 0.5], [0.3, 0.3, -0.5], [0.2, -0.1, -0.4], [0.5, 0.3, 0.1], [-0.1, 0.0, -0.5], [0.0, -0.3, 0.1], [-0.2, 0.1, 0.6], [0.6, 0.2, -0.1], [0.0, 0.1, -0.3], [-0.1, -0.3, -0.1], [-0.5, 0.1, -0.1], [0.1, -0.1, 0.4], [0.1, -0.2, 0.0], [-0.1, 0.0, 0.1]]}



(9)
{"formula": "C3H10N2", "method": "ωB97M-V with the def2-TZVPD basis set", "homo_lumo_gap_ev": 10.20, "relative_energy_kcal_mol": 13.68, "smiles": "CNCCN", "e_homo_ev": -9.00, "energy_ev": -6252.835, "symbols": ["C", "N", "C", "C", "N", "H", "H", "H", "H", "H", "H", "H", "H", "H", "H"], "xyz": [[2.3179, 0.4026, 0.1498], [1.0375, -0.0897, 0.6856], [-0.0482, 0.0858, -0.2614], [-1.3628, -0.4109, 0.3472], [-2.4260, -0.2008, -0.6381], [2.1179, 1.3490, -0.3560], [2.8059, -0.2501, -0.5841], [3.0882, 0.5163, 0.9165], [1.1856, -1.0815, 0.7955], [-0.1995, 1.1473, -0.4742], [0.0821, -0.4076, -1.2353], [-1.2889, -1.4647, 0.5960], [-1.5021, 0.1659, 1.2664], [-2.4970, 0.7894, -0.8464], [-3.3106, -0.5508, -0.3617]], "atomic_forces_ev_per_a": [[0.0, 0.1, -0.2], [0.9, 0.0, -0.5], [-0.7, -0.3, 0.0], [0.1, 0.7, -0.4], [1.1, 0.3, -0.3], [0.3, 0.1, 0.2], [-0.4, -0.2, -0.3], [-0.4, 0.3, 0.2], [-0.3, -0.3, 0.4], [0.3, 0.1, 0.1], [0.2, -0.1, 0.0], [-0.1, -0.2, 0.0], [-0.1, -0.2, 0.2], [-0.2, -0.2, 0.0], [-0.8, -0.2, 0.4]]}



(10)
{"formula": "C3H10N2", "method": "ωB97M-V with the def2-TZVPD basis set", "homo_lumo_gap_ev": 9.65, "relative_energy_kcal_mol": 32.94, "smiles": "CNCCN", "e_homo_ev": -8.48, "energy_ev": -6252.000, "symbols": ["C", "N", "C", "C", "N", "H", "H", "H", "H", "H", "H", "H", "H", "H", "H"], "xyz": [[-1.4420, 1.8338, 0.4579], [-1.1499, 0.4897, 0.2843], [0.2795, 0.1725, 0.0128], [0.6026, -1.3195, 0.0267], [1.7273, -1.6181, -0.9222], [-1.3542, 2.5501, -0.3821], [-2.4939, 1.9491, 0.7361], [-0.8119, 2.2584, 1.1652], [-1.7757, -0.0351, -0.3719], [0.5914, 0.4189, -1.0989], [0.9009, 0.6670, 0.7995], [-0.4682, -1.7895, -0.2385], [0.8425, -1.6545, 1.1036], [1.8755, -2.6078, -1.0703], [2.6762, -1.3150, -0.5022]], "atomic_forces_ev_per_a": [[-2.1, 1.7, -1.3], [1.2, -3.3, -1.0], [0.2, 0.4, -1.6], [-1.4, -1.2, 1.2], [1.1, 0.7, 1.2], [0.3, -0.5, -0.5], [0.1, 0.0, 0.4], [1.0, 0.7, 1.8], [0.9, 1.0, 0.8], [-0.4, 0.4, 2.1], [-0.4, 0.1, -1.0], [2.7, 0.3, 0.1], [-0.5, 0.3, -1.5], [-0.4, -0.2, 0.1], [-2.2, -0.3, -0.7]]}



(11)
{"formula": "C3H10N2", "method": "ωB97M-V with the def2-TZVPD basis set", "homo_lumo_gap_ev": 10.55, "relative_energy_kcal_mol": 58.48, "smiles": "C=N.CCN", "e_homo_ev": -9.48, "energy_ev": -6250.892, "symbols": ["C", "N", "H", "H", "H", "C", "C", "N", "H", "H", "H", "H", "H", "H", "H"], "xyz": [[4.6189, -4.8007, -0.0858], [3.9518, -5.8439, 0.1273], [5.3656, -4.3384, 0.4827], [4.5617, -4.3564, -0.9839], [3.1689, -6.0630, -0.6072], [-1.8600, 3.5121, 0.7091], [-2.3309, 2.1254, 0.2308], [-2.1272, 1.7918, -1.1128], [-2.5114, 4.3536, 0.3860], [-1.6779, 3.4689, 1.8044], [-0.7821, 3.6482, 0.3532], [-1.6119, 1.4179, 0.9288], [-3.3701, 1.8434, 0.4855], [-2.6470, 0.8527, -1.0384], [-2.7484, 2.3885, -1.6796]], "atomic_forces_ev_per_a": [[-0.8, -1.8, 0.0], [-1.9, -0.9, 0.3], [1.0, -0.2, 1.8], [-0.6, 2.1, -3.4], [2.3, 0.7, 1.3], [1.2, -0.2, -0.3], [1.7, -0.5, 4.7], [-1.3, -2.2, -1.7], [0.6, -0.4, 0.4], [-0.8, 0.3, -0.5], [-1.5, 0.0, -0.1], [-1.8, 1.2, -1.8], [0.3, 0.7, 0.7], [1.3, 1.5, -1.5], [0.4, -0.4, 0.1]]}



(12)
{"formula": "C3H10N2", "method": "ωB97M-V with the def2-TZVPD basis set", "homo_lumo_gap_ev": 10.36, "relative_energy_kcal_mol": 11.57, "smiles": "C[C@@H](N)CN", "e_homo_ev": -9.28, "energy_ev": -6252.926, "symbols": ["C", "C", "N", "C", "N", "H", "H", "H", "H", "H", "H", "H", "H", "H", "H"], "xyz": [[-0.1549, 1.6164, 0.9191], [-0.0856, 0.1310, 0.5568], [-1.4066, -0.4796, 0.3903], [0.8308, -0.0230, -0.7444], [0.9548, -1.4179, -1.0936], [0.8587, 1.8967, 1.2770], [-0.8303, 1.9683, 1.7164], [-0.3772, 2.2222, 0.0299], [0.4492, -0.4321, 1.3028], [-1.8497, -0.2848, 1.2851], [-1.8645, 0.1654, -0.2715], [0.3721, 0.5707, -1.5770], [1.7482, 0.4374, -0.3861], [0.1240, -1.9933, -0.8306], [0.8469, -1.4316, -2.0977]], "atomic_forces_ev_per_a": [[1.2, 0.5, 0.3], [0.5, 0.4, -1.3], [0.1, 0.9, -0.4], [-2.4, 0.6, 1.7], [-0.6, -1.0, -0.7], [-0.5, 0.2, -0.3], [0.0, -0.7, -0.2], [0.0, -0.1, 0.1], [0.1, -0.2, 0.6], [-0.4, -0.3, -0.1], [-0.2, -0.6, 0.3], [0.5, -0.2, 0.6], [0.5, -0.1, -0.6], [0.7, 1.0, 0.4], [0.6, -0.4, -0.3]]}